No. 1
C15H42GaO5 | wB97M-V/def2-TZVPD

- E: -2897.6433 Ha
- Spin multiplicity: 1
- LUMO energy: 2.4 eV
- Net charge: -1
- Gap between HOMO and LUMO: 6.74 eV
- HOMO energy: -0.1589 Eh

Last column: Mulliken charge in e.
Cartesian coordinates (Å):
O 2.8910 1.8055 0.6344  -0.598
C 2.6125 2.2085 -0.6975  -0.666
C 1.2287 1.8036 -1.1948  -0.454
C 0.8811 0.3243 -0.9845  -0.569
Ga 2.2020 -0.8777 -2.0276  0.314
H 2.7975 0.8497 0.6513  0.351
H 3.3803 1.8421 -1.3835  0.239
H 2.6717 3.3008 -0.6933  0.373
H 0.4820 2.4678 -0.7370  0.289
H 1.2378 1.9945 -2.2732  0.297
H -0.1488 0.1623 -1.3066  0.532
H 0.9519 0.0751 0.0777  -0.098
H 2.2989 -0.3206 -3.5224  -0.315
H 3.6460 -0.6870 -1.2996  -0.279
H 1.7635 -2.4387 -2.0046  -0.394
C -1.0957 -0.1966 2.0802  -1.309
C -1.9312 0.9441 1.5290  1.125
C -2.4039 1.8831 2.6300  -1.539
O -3.0550 0.4385 0.8004  -0.590
H -1.6827 -0.8074 2.7747  0.485
H -0.7568 -0.8450 1.2739  0.107
H -0.2192 0.1781 2.6105  0.372
H -1.3392 1.5023 0.8028  -0.079
H -3.0329 1.3453 3.3473  0.323
H -2.9992 2.6969 2.2214  0.303
H -1.5533 2.3051 3.1703  0.372
H -3.5886 -0.0690 1.4199  0.361
C -2.8939 5.6413 4.4755  -1.230
C -3.5099 5.6437 3.0851  0.554
C -4.1618 6.9786 2.7578  -1.411
O -4.4488 4.5799 2.9538  -0.530
H -3.6665 5.8104 5.2319  0.329
H -2.4289 4.6776 4.6823  0.285
H -2.1388 6.4221 4.5767  0.375
H -2.7356 5.4282 2.3476  0.304
H -4.9711 7.1878 3.4638  0.343
H -4.5900 6.9580 1.7558  0.341
H -3.4408 7.7956 2.8125  0.366
H -5.1574 4.7227 3.5893  0.314
C 3.9979 -3.5497 -5.5807  -1.224
C 2.6643 -2.9238 -5.9595  0.517
C 2.1311 -3.4823 -7.2732  -1.376
O 2.7768 -1.5124 -6.0166  -0.464
H 4.7511 -3.3289 -6.3448  0.333
H 4.3455 -3.1360 -4.6345  0.272
H 3.9168 -4.6343 -5.4818  0.357
H 1.9442 -3.1116 -5.1619  0.257
H 2.8261 -3.2607 -8.0897  0.342
H 1.1723 -3.0244 -7.5184  0.327
H 1.9983 -4.5650 -7.2218  0.363
H 3.4081 -1.2716 -6.7024  0.300
C -0.6869 -5.5755 2.3337  -1.447
C -0.0558 -4.2096 2.1043  0.586
C 1.3734 -4.3277 1.6053  -1.269
O -0.1088 -3.4363 3.3053  -0.528
H -0.1263 -6.1284 3.0938  0.351
H -1.7133 -5.4697 2.6873  0.350
H -0.6926 -6.1659 1.4163  0.369
H -0.6484 -3.6538 1.3770  0.278
H 1.9890 -4.8382 2.3541  0.342
H 1.8057 -3.3428 1.4333  0.287
H 1.4254 -4.8873 0.6714  0.365
H 0.4110 -3.8954 3.9724  0.319

No. 2
C15H42N9O4P2S | wB97M-V/def2-TZVPD

- E: -2471.0194 Ha
- Spin multiplicity: 1
- LUMO energy: -3.3 eV
- Net charge: +1
- Gap between HOMO and LUMO: 6.24 eV
- HOMO energy: -0.3507 Eh

Last column: Mulliken charge in e.
Cartesian coordinates (Å):
O -2.0466 -4.1040 -5.6956  -0.502
S -0.7233 -4.3644 -6.1470  0.924
O -0.5672 -5.1512 -7.3301  -0.585
C 0.1367 -5.2555 -4.8108  -0.076
C 1.6108 -5.3126 -4.9811  0.058
N 2.4550 -4.3070 -5.0636  0.489
N 3.7241 -4.7729 -5.1848  -0.638
C 3.6343 -6.0476 -5.1625  -0.008
N 2.3050 -6.4404 -5.0446  -0.057
H -0.0135 -3.2040 -6.2608  0.153
H -0.0272 -4.6562 -3.9002  -0.229
H -0.3165 -6.2334 -4.6799  0.466
H 2.1853 -3.3352 -5.0180  0.242
H 4.4527 -6.7443 -5.2117  0.431
H 1.9194 -7.3725 -5.0108  0.235
O 0.9553 -3.6074 -1.8747  -0.898
P 0.7522 -2.2553 -1.2072  0.629
N 1.2862 -2.6076 0.3709  0.172
C 0.7804 -2.0201 1.5958  -0.887
C 2.6841 -3.0083 0.4991  -1.034
N -0.9833 -2.1818 -1.3458  0.261
C -1.8595 -2.5968 -0.2592  -1.118
C -1.4347 -2.7663 -2.5882  -1.082
N 0.8422 -0.5686 -1.0864  0.211
C 2.1777 0.0285 -1.0680  -1.084
C -0.2414 0.3848 -0.8983  -0.897
H 1.0730 -0.9707 1.7387  0.291
H 1.1625 -2.5808 2.4494  0.400
H -0.3009 -2.0852 1.6709  0.118
H 3.3562 -2.1426 0.5647  0.321
H 2.9924 -3.6093 -0.3572  0.251
H 2.8316 -3.6232 1.3884  0.393
H -1.5894 -3.5775 0.1531  0.354
H -2.8909 -2.6470 -0.6106  0.385
H -1.8734 -1.8569 0.5420  0.248
H -1.4686 -3.8644 -2.5399  0.383
H -0.7469 -2.4879 -3.3928  0.220
H -2.4260 -2.4050 -2.8671  0.462
H 2.4788 0.2914 -0.0483  0.296
H 2.2197 0.9294 -1.6815  0.392
H 2.9202 -0.6637 -1.4698  0.343
H -0.6022 0.3754 0.1329  0.310
H -1.0731 0.2099 -1.5734  0.274
H 0.0949 1.4015 -1.1125  0.375
O -0.6645 2.2485 2.3489  -0.838
P -0.6541 3.7403 2.6373  0.797
N -0.1944 3.6419 4.2950  0.163
C -0.6713 4.4732 5.3774  -0.775
C 1.1598 3.1632 4.5458  -1.021
N -2.3838 3.9217 2.4399  0.228
C -3.2802 3.7634 3.5716  -1.157
C -2.9106 3.1804 1.2984  -1.122
N -0.4753 5.4315 2.5015  0.061
C 0.8903 5.9534 2.4707  -1.073
C -1.5048 6.4573 2.5034  -0.857
H -0.2897 5.5056 5.3468  0.214
H -0.3570 4.0434 6.3295  0.381
H -1.7547 4.5113 5.4254  0.126
H 1.9028 3.9707 4.4827  0.316
H 1.4352 2.3955 3.8214  0.227
H 1.2347 2.7078 5.5353  0.385
H -3.0873 2.8451 4.1427  0.322
H -4.3151 3.7382 3.2266  0.388
H -3.2318 4.6235 4.2410  0.286
H -3.0525 2.1154 1.5186  0.324
H -2.2399 3.2576 0.4411  0.340
H -3.8723 3.6031 0.9971  0.358
H 1.1841 6.3553 3.4471  0.303
H 0.9991 6.7446 1.7273  0.384
H 1.6003 5.1689 2.2038  0.328
H -1.8901 6.6250 3.5127  0.266
H -2.3308 6.2177 1.8430  0.276
H -1.0925 7.4034 2.1447  0.376

No. 3
C15H42O8Si2 | wB97M-V/def2-TZVPD

- E: -1777.4567 Ha
- Spin multiplicity: 1
- LUMO energy: 0.5 eV
- Gap between HOMO and LUMO: 9.57 eV
- HOMO energy: -0.3327 Eh

Last column: Mulliken charge in e.
Cartesian coordinates (Å):
O -0.6418 0.7402 2.9380  -0.457
C -2.0980 0.5662 3.2273  -0.358
C -3.0718 1.0734 2.0113  -0.040
C -3.8117 2.5137 2.2593  -0.723
Si -5.0479 2.5643 3.7330  0.499
O -6.6928 2.0814 3.3492  -0.328
Si -6.7968 0.4104 2.8166  0.629
H -0.2246 -0.0635 3.4040  0.299
H -2.2814 1.0750 4.2644  0.194
H -2.2764 -0.6092 3.3352  0.267
H -3.8186 0.2109 1.6954  0.140
H -2.3635 1.2251 1.0626  0.068
H -2.9824 3.3421 2.4787  0.314
H -4.3671 2.8667 1.2633  0.252
H -5.1174 3.9853 4.1611  -0.183
H -4.4781 1.8511 4.9050  -0.109
H -8.2041 -0.0205 2.6756  -0.176
H -6.2354 0.3667 1.4464  -0.156
H -6.0920 -0.5453 3.6861  -0.114
C -0.0435 0.7123 -2.8550  -0.596
O -0.4540 -0.5046 -3.4702  -0.389
C -1.1744 -1.3524 -2.5704  -0.008
C -2.6868 -1.2496 -2.7938  -0.756
O -3.1740 0.0543 -2.4653  -0.274
C -3.3664 0.8702 -3.6169  -0.758
H 0.2397 1.4159 -3.6423  0.265
H -0.8426 1.1624 -2.2594  0.328
H 0.8261 0.5264 -2.2193  0.162
H -0.9142 -1.1266 -1.5291  0.326
H -0.8595 -2.3803 -2.7784  0.130
H -3.1899 -1.9577 -2.1288  0.361
H -2.9516 -1.5142 -3.8268  0.356
H -4.2914 0.5794 -4.1237  0.316
H -2.5283 0.7998 -4.3157  0.299
H -3.4553 1.9077 -3.2905  0.241
C 2.6465 -5.4048 -1.6016  -0.705
O 2.7969 -4.8572 -2.9075  -0.419
C 1.9203 -3.7497 -3.1366  -0.541
C 2.6528 -2.4134 -2.9767  -0.346
O 3.0785 -2.2114 -1.6263  -0.208
C 4.4571 -2.5165 -1.4383  -0.986
H 3.5124 -6.0391 -1.3941  0.257
H 2.5938 -4.6284 -0.8333  0.271
H 1.7429 -6.0189 -1.5636  0.327
H 1.0463 -3.8009 -2.4760  0.359
H 1.5645 -3.8318 -4.1689  0.352
H 1.9614 -1.6015 -3.2206  0.222
H 3.5051 -2.3460 -3.6668  0.368
H 5.0713 -1.6977 -1.8247  0.324
H 4.7422 -3.4513 -1.9288  0.466
H 4.6418 -2.6200 -0.3677  0.271
C 3.4614 0.5511 0.7672  -0.700
O 4.5113 1.0789 1.5717  -0.397
C 4.8935 2.3978 1.1696  -0.467
C 4.2670 3.4631 2.0754  -0.510
O 2.8431 3.4873 1.9426  -0.391
C 2.1855 2.7952 2.9996  -0.647
H 3.0327 -0.3107 1.2854  0.279
H 2.6668 1.2826 0.5957  0.375
H 3.8665 0.2194 -0.1924  0.219
H 4.6366 2.5748 0.1181  0.292
H 5.9829 2.4572 1.2621  0.406
H 4.6352 4.4466 1.7690  0.398
H 4.5567 3.3089 3.1239  0.300
H 2.1789 3.4178 3.8992  0.371
H 2.6610 1.8359 3.2216  0.284
H 1.1548 2.6055 2.6954  0.156

No. 4
C15H43N8O3P2S | wB97M-V/def2-TZVPD

- E: -2341.6371 Ha
- Spin multiplicity: 1
- LUMO energy: -0.2 eV
- Net charge: -1
- Gap between HOMO and LUMO: 1.83 eV
- HOMO energy: -0.0728 Eh

Last column: Mulliken charge in e.
Cartesian coordinates (Å):
N -4.0633 -6.1235 4.2839  -0.565
C -3.9751 -4.6136 4.2883  0.256
O -2.8646 -4.0651 4.8536  -0.550
C -5.0534 -3.5645 3.6360  0.096
C -6.6262 -4.0204 3.7624  -0.596
N -6.9385 -5.3822 3.1615  -0.563
S -8.5846 -5.7137 3.7547  -0.363
H -3.7263 -6.5521 3.3943  0.264
H -4.9997 -6.4797 4.5777  0.342
H -4.8278 -3.2880 2.4977  -0.071
H -4.9597 -2.5343 4.2310  0.196
H -7.2513 -3.2251 3.1289  0.212
H -7.0189 -3.9397 4.8623  0.290
H -8.6290 -5.3815 5.1467  0.061
O -3.1458 -1.6900 1.5102  -0.763
P -2.1254 -0.5827 1.1499  0.788
N -3.3053 0.3572 0.3251  0.118
C -4.2482 -0.2604 -0.6086  -0.968
C -4.0973 1.1610 1.2702  -1.259
N -1.2119 -1.5544 0.0917  0.422
C -1.4157 -1.6562 -1.3388  -1.189
C -0.8239 -2.8639 0.6188  -1.105
N -0.9523 0.6903 0.7356  0.079
C -1.0766 1.7501 -0.2477  -0.875
C 0.4016 0.5386 1.2463  -1.202
H -4.9064 0.4987 -1.0496  0.373
H -4.8810 -1.0175 -0.1351  0.246
H -3.7455 -0.7171 -1.4580  0.282
H -3.4409 1.6857 1.9730  0.411
H -4.7826 0.5370 1.8534  0.311
H -4.6766 1.9290 0.7456  0.368
H -2.2656 -2.3027 -1.5836  0.325
H -0.5270 -2.0741 -1.8267  0.327
H -1.5654 -0.6813 -1.8038  0.295
H -1.6357 -3.5932 0.5213  0.330
H -0.5580 -2.7888 1.6787  0.327
H 0.0583 -3.2548 0.1005  0.313
H -1.3085 1.3693 -1.2459  0.225
H -0.1534 2.3345 -0.3435  0.354
H -1.8469 2.4699 0.0452  0.238
H 1.0778 0.1676 0.4692  0.352
H 0.4280 -0.1677 2.0827  0.392
H 0.7892 1.4899 1.6273  0.430
O 3.4808 2.2642 -0.2299  -0.803
P 4.0727 2.9651 -1.4771  0.870
N 3.3905 1.8132 -2.5556  0.152
C 3.4644 0.3782 -2.2771  -0.939
C 1.9808 2.1255 -2.8417  -1.215
N 5.6944 2.6166 -1.0937  0.301
C 6.4330 1.4574 -1.5508  -1.118
C 6.0988 2.9378 0.2762  -1.083
N 4.7532 3.7710 -2.9109  0.069
C 4.8965 3.2514 -4.2581  -0.821
C 5.4877 5.0078 -2.6927  -1.108
H 2.9943 -0.1958 -3.0855  0.384
H 2.9716 0.1012 -1.3399  0.181
H 4.4903 0.0187 -2.2435  0.301
H 1.8663 3.1836 -3.1012  0.410
H 1.3399 1.9208 -1.9778  0.171
H 1.6154 1.5488 -3.6988  0.423
H 6.1734 0.5588 -0.9805  0.357
H 7.5122 1.6203 -1.4442  0.337
H 6.2768 1.2619 -2.6122  0.283
H 5.8067 2.1480 0.9772  0.310
H 5.6356 3.8743 0.6047  0.309
H 7.1824 3.0815 0.3467  0.341
H 5.4495 2.3087 -4.2861  0.240
H 5.4336 3.9475 -4.9139  0.376
H 3.9199 3.1039 -4.7288  0.243
H 6.5686 4.8363 -2.7245  0.320
H 5.2429 5.4420 -1.7177  0.323
H 5.2269 5.7603 -3.4451  0.429

No. 5
C15H44O19S4 | wB97M-V/def2-TZVPD

- E: -3620.2073 Ha
- Spin multiplicity: 1
- LUMO energy: -0.3 eV
- SMILES string: CCOS(C)(=O)=O.CCOS(C)(=O)=O.CCOS(C)(=O)=O.CCOS(C)(=O)=O.O=C1OCCO1.O.O.O.O
- Gap between HOMO and LUMO: 10.44 eV
- HOMO energy: -0.3961 Eh

Last column: Mulliken charge in e.
Cartesian coordinates (Å):
C -3.3820 4.8450 1.1423  -1.083
C -2.2902 4.8805 0.0947  -0.272
O -2.2852 3.5615 -0.5212  -0.112
S -1.0520 3.2371 -1.4681  1.112
C 0.1810 2.8387 -0.2769  -0.833
O -1.4309 2.0653 -2.1833  -0.598
O -0.6476 4.4164 -2.1468  -0.679
H -4.3244 4.7565 0.5948  0.286
H -3.3540 5.6642 1.8475  0.405
H -3.3134 3.8730 1.6398  0.197
H -2.4788 5.6194 -0.6828  0.323
H -1.3007 5.1072 0.4960  0.345
H 1.0249 2.3647 -0.7699  0.327
H -0.2315 2.1426 0.4510  0.027
H 0.4515 3.7598 0.2310  0.555
C -0.6151 -3.8092 -0.4950  -0.454
C -0.5514 -4.9031 -1.5590  -0.548
O 0.7358 -4.9123 -2.1898  -0.174
S 1.6814 -6.1782 -1.9770  1.147
C 2.5927 -5.7314 -0.5229  -0.889
O 0.8754 -7.3227 -1.6916  -0.650
O 2.5788 -6.1982 -3.0654  -0.592
H -0.2569 -2.8716 -0.9215  0.057
H 0.0848 -4.0233 0.3167  0.198
H -1.6465 -3.6862 -0.1726  0.328
H -0.8540 -5.8639 -1.1530  0.418
H -1.2748 -4.6430 -2.3341  0.247
H 3.0643 -4.7683 -0.6877  0.234
H 3.3384 -6.5238 -0.4509  0.407
H 1.9543 -5.7742 0.3546  0.298
C -5.9863 0.8801 -0.4081  -1.421
C -4.6402 1.2915 0.1312  1.038
O -4.5491 0.9907 1.5412  -0.476
S -3.4584 -0.0534 2.0056  1.015
C -4.2198 -1.5832 1.4919  -0.977
O -2.2388 0.1111 1.2830  -0.474
O -3.4105 0.0017 3.4173  -0.683
H -6.7901 1.4905 0.0046  0.352
H -6.2227 -0.1728 -0.2585  0.356
H -6.0045 1.0622 -1.4861  0.378
H -3.8408 0.7865 -0.4088  -0.472
H -4.4963 2.3531 -0.0503  0.038
H -4.1235 -1.6305 0.4085  0.234
H -5.2698 -1.5374 1.7600  0.410
H -3.6458 -2.3491 2.0047  0.383
C 1.5920 2.1814 2.8331  -0.970
C 3.0196 1.6484 2.7466  0.296
O 3.9284 2.7282 3.0380  -0.282
S 5.3918 2.7221 2.4468  1.221
C 5.2038 2.3419 0.7361  -0.962
O 5.8199 4.0608 2.5523  -0.615
O 6.1389 1.6800 3.0631  -0.654
H 1.0057 1.4026 2.3392  0.119
H 1.4511 3.0950 2.2584  0.232
H 1.2982 2.3628 3.8627  0.406
H 3.1638 0.8613 3.4853  0.253
H 3.1758 1.3044 1.7275  -0.070
H 6.2138 2.5254 0.3567  0.442
H 4.5509 3.0596 0.2514  0.291
H 5.0111 1.2865 0.5897  0.311
O 2.3539 -1.0504 -5.9257  -0.543
C 2.3354 -0.9295 -4.7487  0.531
O 1.7380 -1.8029 -3.8993  -0.405
C 1.7979 -1.3177 -2.5492  1.020
C 2.6185 -0.0184 -2.6614  0.313
O 2.9314 0.0702 -4.0601  -0.398
H 0.7906 -1.1347 -2.1890  -0.659
H 2.2699 -2.0865 -1.9422  -0.153
H 3.5321 -0.0062 -2.0805  0.201
H 1.9796 0.8352 -2.4352  -0.047
O -2.0137 -0.7033 -1.7044  -0.455
H -2.4731 0.1416 -1.7022  0.077
H -1.6807 -0.7832 -2.6036  0.274
O 0.2927 -0.4191 0.1446  0.767
H 0.1135 -0.7584 1.0328  0.114
H -0.5800 -0.2075 -0.2126  -0.309
O -0.0782 -0.8757 3.1653  -0.488
H 0.3996 -1.5979 3.5832  0.263
H -0.9942 -0.9853 3.4412  0.236
O 3.3162 -0.9702 0.2575  -0.617
H 2.3592 -1.0763 0.3258  0.251
H 3.6495 -1.1478 1.1416  0.278

No. 6
C15H45B3O9Si | wB97M-V/def2-TZVPD

- E: -1639.9942 Ha
- Spin multiplicity: 1
- LUMO energy: 0.4 eV
- Gap between HOMO and LUMO: 10.08 eV
- HOMO energy: -0.3573 Eh

Last column: Mulliken charge in e.
Cartesian coordinates (Å):
C 4.2835 -0.9088 -1.0531  -0.974
Si 2.7606 0.1073 -1.3965  0.380
C 3.2047 1.9186 -1.4364  -0.967
C 2.0619 -0.3832 -3.0615  -1.148
O 1.6610 -0.1523 -0.1702  -0.268
C 0.3214 -0.5360 -0.4044  -0.348
C -0.5770 0.6523 -0.7176  -0.309
B -2.0792 0.2732 -0.8757  0.724
O -3.0773 1.2452 -0.9272  -0.304
B -3.6780 1.2009 -2.1690  0.473
O -4.0210 -0.0422 -2.6624  -0.568
B -3.3446 -1.1463 -2.1937  0.797
O -2.5079 -1.0280 -1.1028  -0.704
H 4.3431 -1.1999 -0.0039  0.242
H 5.1683 -0.3165 -1.2938  0.285
H 4.2876 -1.7992 -1.6836  0.322
H 4.0774 2.0458 -2.0769  0.338
H 2.3751 2.5254 -1.7993  0.392
H 3.4794 2.2334 -0.4292  0.212
H 1.1108 0.0883 -3.3124  0.281
H 1.9461 -1.4625 -3.1683  0.344
H 2.7860 -0.0663 -3.8161  0.398
H -0.0374 -0.9982 0.5190  0.298
H 0.2530 -1.3001 -1.1823  0.228
H -0.4552 1.3801 0.0894  0.121
H -0.2749 1.1585 -1.6417  0.113
H -3.8310 2.1840 -2.8171  -0.121
H -3.4530 -2.1908 -2.7462  -0.212
C -4.6174 -6.5692 -2.6072  -0.994
C -3.5864 -5.7350 -3.3430  -0.146
O -4.1653 -4.6264 -4.0222  -0.509
H -5.3775 -6.9302 -3.3002  0.258
H -4.1504 -7.4271 -2.1218  0.337
H -5.1166 -5.9768 -1.8369  0.301
H -3.0969 -6.3256 -4.1166  0.277
H -2.8125 -5.3896 -2.6479  0.203
H -4.5980 -4.0707 -3.3676  0.267
C 5.8893 4.8956 -0.2673  -0.920
C 6.5669 3.6607 0.2957  -0.299
O 6.6825 2.6193 -0.6669  -0.456
H 4.9000 4.6426 -0.6497  0.194
H 5.7834 5.6659 0.4978  0.336
H 6.4723 5.3157 -1.0906  0.324
H 5.9774 3.2381 1.1089  0.264
H 7.5533 3.9157 0.6981  0.316
H 7.2129 2.9435 -1.4005  0.278
C 2.6225 -1.4615 4.2607  -1.204
C 2.9816 -0.9239 2.8891  0.360
O 3.9716 -1.7177 2.2368  -0.525
H 3.5087 -1.5224 4.8931  0.305
H 1.8880 -0.8186 4.7480  0.338
H 2.1944 -2.4641 4.1836  0.346
H 3.4182 0.0713 2.9694  0.247
H 2.0933 -0.8415 2.2565  -0.193
H 3.6207 -2.6072 2.1335  0.290
C -2.9536 3.7588 2.2687  -0.861
C -1.4670 3.4719 2.3146  -0.146
O -1.2111 2.0856 2.5276  -0.465
H -3.4233 3.4220 3.1936  0.229
H -3.1582 4.8221 2.1391  0.380
H -3.4114 3.2148 1.4383  0.149
H -0.9890 3.9884 3.1457  0.339
H -0.9852 3.8087 1.3895  0.217
H -1.6343 1.6061 1.8097  0.160
C -5.2010 0.2505 2.3031  -0.540
C -4.5900 -1.0229 2.8551  -0.281
O -4.6644 -2.1055 1.9316  -0.537
H -6.2446 0.0907 2.0301  0.312
H -5.1480 1.0618 3.0301  0.271
H -4.6730 0.5658 1.3982  -0.076
H -5.1252 -1.3548 3.7436  0.327
H -3.5460 -0.8496 3.1401  0.224
H -4.1744 -1.8580 1.1411  0.280